1.
Computed, not measured: a molecular structure, C17H33AsAuNO2Si, with wB97M-V/def2-TZVPD.

Output
Net charge = 0
Frontier orbital gap = 6.42 eV
Energy relative to the best compared isomer or geometry (same formula, charge and spin) = 25.2 kcal/mol

Structure (XYZ):
```
56
Properties=species:S:1:pos:R:3:forces:R:3:nbo_charge:R:1
Au -0.485 0.468 -0.446 -0.34 -0.30 0.07 0.7915
C -0.721 1.762 2.529 0.18 -0.02 0.17 -0.4108
N -0.503 0.433 1.956 -0.34 0.19 -0.25 -0.4646
C 0.828 -0.059 2.307 0.15 0.07 0.14 -0.4344
C -1.532 -0.526 2.381 -0.23 -0.20 -0.02 -0.2627
C -1.727 -1.657 1.392 -0.11 -0.08 0.16 0.0012
C -2.247 -2.881 1.812 -0.12 0.04 0.00 -0.2491
C -2.574 -3.855 0.875 0.05 0.05 0.02 -0.2364
C -2.381 -3.601 -0.481 -0.07 0.15 -0.04 -0.2327
C -1.835 -2.384 -0.887 -0.04 -0.29 0.44 -0.2331
C -1.482 -1.404 0.050 0.93 -0.48 -0.90 -0.5256
H -0.607 1.756 3.623 -0.05 -0.06 -0.02 0.1770
H -1.721 2.112 2.278 0.04 -0.05 0.04 0.2067
H 0.004 2.460 2.108 -0.02 -0.12 0.07 0.2200
H 0.980 -0.035 3.396 -0.15 -0.03 0.01 0.1734
H 1.587 0.544 1.816 -0.03 -0.03 0.05 0.2525
H 0.930 -1.087 1.958 -0.03 0.01 -0.01 0.2050
H -2.477 0.020 2.448 0.01 0.03 0.03 0.2060
H -1.318 -0.928 3.380 0.09 0.16 0.06 0.1839
H -2.414 -3.067 2.870 0.01 -0.02 -0.06 0.1972
H -2.983 -4.804 1.204 0.03 0.04 -0.03 0.2057
H -2.656 -4.349 -1.219 0.02 0.02 0.07 0.2040
H -1.663 -2.207 -1.946 0.05 -0.04 0.08 0.2046
C -1.796 3.070 -2.558 -0.20 0.09 -0.06 -1.1287
Si -1.681 2.556 -0.741 0.97 0.46 -0.71 1.1296
C -1.060 4.090 0.174 0.03 0.11 0.13 -1.1322
C -3.450 2.280 -0.165 0.02 -0.49 0.20 -1.1279
H -2.646 3.744 -2.717 0.07 -0.04 0.02 0.2296
H -1.929 2.201 -3.210 -0.02 0.09 0.02 0.2316
H -0.892 3.599 -2.876 -0.19 0.06 0.03 0.2217
H -1.569 4.989 -0.196 0.01 -0.08 0.02 0.2271
H 0.016 4.229 0.032 -0.10 -0.01 -0.01 0.2351
H -1.246 4.021 1.250 0.00 0.14 -0.18 0.2225
H -4.023 3.210 -0.236 0.10 0.00 -0.02 0.2344
H -3.487 1.938 0.876 -0.09 0.04 -0.12 0.2230
H -3.946 1.518 -0.775 0.02 0.07 0.07 0.2437
C 1.088 1.426 -2.934 0.10 0.21 -0.12 -0.7609
C 0.493 0.189 -2.336 -0.91 2.51 1.33 0.5639
O 0.725 -0.902 -2.675 0.09 -1.93 -0.37 -0.5537
H 1.507 1.217 -3.921 0.00 -0.09 0.02 0.2160
H 1.883 1.722 -2.244 -0.06 -0.02 0.03 0.2746
H 0.362 2.230 -2.981 0.15 -0.19 0.00 0.2507
C 4.357 -1.452 1.070 0.03 0.00 -0.03 -1.0013
As 3.090 -1.228 -0.374 0.35 0.37 0.47 1.9768
C 4.240 -1.231 -1.921 -0.15 -0.13 -0.11 -0.9984
C 2.027 -2.834 -0.306 -0.14 0.08 -0.19 -1.0072
O 2.295 0.216 -0.177 0.14 -0.40 -0.49 -1.1797
H 4.913 -2.382 0.943 -0.02 0.00 0.02 0.2324
H 3.830 -1.466 2.022 -0.05 -0.02 -0.01 0.2427
H 5.049 -0.612 1.064 -0.01 0.02 -0.02 0.2437
H 4.901 -2.098 -1.899 -0.04 0.01 0.03 0.2374
H 4.831 -0.319 -1.883 0.00 0.03 0.01 0.2475
H 3.647 -1.248 -2.832 -0.05 0.03 -0.01 0.2543
H 2.429 -3.496 0.459 0.02 0.03 -0.01 0.2387
H 2.032 -3.332 -1.273 -0.02 0.01 -0.01 0.2538
H 1.003 -2.552 -0.065 -0.07 0.01 -0.01 0.2800
```
Positions in Å, forces in eV/Å.

2.
Computed, not measured: 2 unconnected molecules or ions with the total composition C5H14NO, with wB97M-V/def2-TZVPD.

Output
Net charge = -1
Frontier orbital gap = 7.04 eV
Energy relative to the best compared isomer or geometry (same formula, charge and spin) = 11.1 kcal/mol

Structure (XYZ):
```
21
Properties=species:S:1:pos:R:3:forces:R:3:nbo_charge:R:1
N 1.835 -0.216 2.130 -0.82 -0.38 -0.96 -0.9241
C 0.600 0.664 2.173 -1.18 -0.28 -0.51 0.1348
O -0.483 0.063 1.596 1.28 0.27 1.00 -0.9670
H 2.447 -0.069 2.911 0.16 0.03 0.59 0.3209
H 1.440 -1.163 2.166 0.29 0.39 0.12 0.3512
H 0.415 0.923 3.262 0.17 0.18 -0.44 0.0520
H 0.863 1.605 1.601 0.14 -0.19 0.56 0.0655
C 0.990 0.995 -1.458 2.18 0.20 -0.46 -0.6094
C -0.430 0.644 -1.248 -1.33 0.07 0.46 -0.4353
C -0.641 -0.873 -1.241 0.77 -0.40 1.34 -0.3902
C -2.025 -1.287 -0.668 -0.07 0.41 -0.32 -0.6222
H 1.595 0.744 -0.540 -0.49 -0.20 -1.01 0.2391
H 1.184 2.062 -1.615 -0.34 0.10 0.03 0.1847
H 1.404 0.511 -2.380 0.00 0.04 0.73 0.1666
H -1.109 1.068 -2.021 0.35 0.08 0.34 0.1567
H -0.655 1.053 -0.235 -0.51 -0.56 -0.67 0.2764
H 0.186 -1.288 -0.552 -1.34 0.43 -0.90 0.2230
H -0.446 -1.293 -2.249 -0.26 0.18 0.27 0.1605
H -2.052 -1.079 0.424 0.17 -0.31 -0.74 0.2704
H -2.243 -2.332 -0.925 0.14 -0.04 0.43 0.1756
H -2.876 -0.731 -1.131 0.67 -0.02 0.13 0.1709
```
Positions in Å, forces in eV/Å.

3.
Computed, not measured: a molecular structure, C22H24ClN4O2PPdS5, with wB97M-V/def2-TZVPD.

Output
Net charge = -1
Frontier orbital gap (alpha / beta) = 6.59 / 5.92 eV
Spin multiplicity = 2
Energy relative to the best compared isomer or geometry (same formula, charge and spin) = 32.3 kcal/mol

Structure (XYZ):
```
60
Properties=species:S:1:pos:R:3:forces:R:3:mulliken_spin:R:1
Pd -0.039 -0.056 0.250 0.33 -0.49 -0.60 0.5488
S 1.562 0.461 1.742 0.45 0.71 0.64 0.0041
C 1.365 2.204 1.737 -0.77 -0.19 0.00 -0.0049
C 2.453 3.047 1.837 -0.12 0.21 0.01 0.0018
C 2.275 4.433 1.834 -0.71 -0.07 -0.07 0.0014
C 3.417 5.276 1.889 0.47 0.46 0.13 -0.0007
N 4.357 5.941 1.944 -0.15 -0.13 -0.06 0.0011
C 0.968 4.967 1.731 0.37 -0.53 -0.03 -0.0018
C -0.134 4.116 1.618 0.41 0.15 0.11 -0.0018
C 0.035 2.736 1.621 0.34 -0.46 0.01 0.0018
S -1.330 1.674 1.477 -0.10 0.07 -0.11 0.1131
C 0.754 6.375 1.707 0.00 0.61 -0.05 -0.0006
N 0.568 7.511 1.676 0.02 -0.22 0.03 -0.0010
H 3.450 2.632 1.894 0.04 -0.01 0.01 -0.0010
H -1.125 4.532 1.516 -0.04 0.03 0.02 -0.0031
C -2.513 -5.464 -1.482 0.03 0.01 0.02 -0.0013
C -3.314 -4.387 -0.786 -0.10 -0.05 -0.03 0.0054
O -2.540 -3.847 0.300 0.10 -0.06 -0.11 -0.0017
P -2.112 -2.314 0.229 -0.32 0.38 0.28 -0.0101
S -0.974 -1.875 1.777 0.10 -0.09 0.35 0.2926
S -1.195 -1.753 -1.419 -0.16 0.23 -0.46 0.0661
O -3.575 -1.652 0.300 0.05 -0.22 0.00 -0.0046
C -3.812 -0.263 -0.001 0.06 0.06 -0.05 -0.0012
C -4.472 0.393 1.189 -0.02 -0.07 0.01 -0.0001
H -3.111 -5.945 -2.256 -0.05 0.00 -0.03 -0.0002
H -2.196 -6.223 -0.767 0.00 -0.02 0.03 0.0000
H -1.627 -5.033 -1.946 0.02 0.02 0.00 0.0005
H -4.233 -4.782 -0.349 0.04 0.00 -0.01 -0.0002
H -3.589 -3.591 -1.482 0.02 -0.03 0.01 -0.0011
H -4.443 -0.240 -0.892 -0.03 0.00 0.06 0.0001
H -2.873 0.235 -0.249 -0.07 -0.02 0.00 0.0019
H -5.395 -0.122 1.455 -0.03 -0.03 -0.01 0.0001
H -4.702 1.433 0.960 0.02 0.06 -0.03 -0.0003
H -3.798 0.377 2.044 -0.01 -0.01 0.02 0.0004
S -0.448 1.826 -2.180 0.00 -0.13 -0.10 0.0313
C 1.120 2.376 -2.320 -0.06 0.23 0.35 0.0111
N 1.725 3.208 -1.455 -0.19 -0.22 -0.23 0.0036
C 3.111 3.466 -1.783 0.19 0.06 0.05 -0.0001
C 3.364 2.449 -2.915 0.23 0.02 0.00 -0.0002
N 2.015 2.050 -3.287 -0.20 -0.05 -0.03 0.0042
H 1.216 3.589 -0.675 0.06 0.03 0.06 0.0019
H 3.757 3.282 -0.922 -0.01 0.05 -0.05 -0.0001
H 3.259 4.496 -2.122 -0.03 -0.06 0.04 0.0003
H 3.944 1.594 -2.554 -0.04 0.04 -0.01 0.0003
H 3.884 2.903 -3.760 0.02 -0.03 0.05 0.0001
H 1.829 1.211 -3.809 0.02 0.00 -0.01 0.0003
Cl 4.602 0.353 0.073 0.09 -0.01 -0.09 0.0002
C 3.918 -1.252 0.238 -0.08 0.06 -0.07 -0.0082
C 4.715 -2.213 0.840 -0.04 -0.03 -0.02 0.0047
C 4.246 -3.509 0.960 0.03 -0.02 0.00 -0.0089
C 2.985 -3.831 0.468 0.03 0.00 0.03 0.0060
C 2.202 -2.863 -0.124 0.07 0.22 -0.01 -0.0132
C 2.642 -1.532 -0.258 0.27 -0.33 0.19 0.0197
C 1.763 -0.539 -0.865 -1.07 -0.15 0.12 -0.0531
H 5.693 -1.933 1.206 0.01 -0.01 0.02 -0.0001
H 4.863 -4.260 1.435 0.00 -0.02 0.01 -0.0008
H 2.603 -4.838 0.563 0.01 -0.04 0.02 0.0003
H 1.205 -3.101 -0.472 -0.01 0.01 -0.02 -0.0014
H 1.225 -0.928 -1.725 0.31 0.17 -0.21 -0.0011
H 2.170 0.457 -0.978 0.19 -0.11 -0.17 -0.0004
```
Positions in Å, forces in eV/Å.

- Which formula does entry 1 have?
  C17H33AsAuNO2Si